[1]
{
  "formula": "C5H8O2",
  "method": "the ωB97M-V functional and the def2-TZVPD basis",
  "total_energy_ha": -345.66404,
  "relative_energy_kcal_mol": 88.4,
  "elements": ["C", "C", "C", "C", "C", "O", "O", "H", "H", "H", "H", "H", "H", "H", "H"],
  "coordinates": [[-1.01545, 1.50137, -0.39832], [-0.31862, 0.18457, -0.12703], [-1.13543, -0.80097, 0.68916], [2.13182, -0.97578, -0.99697], [1.93982, -0.20350, 0.16987], [3.07317, -0.20555, 0.64683], [0.90261, 0.48217, 0.60180], [-0.36134, 2.16635, -0.96900], [-1.92619, 1.32550, -0.97928], [-1.28712, 1.99396, 0.54034], [-0.55371, -1.70374, 0.90461], [-1.43845, -0.35120, 1.63992], [-2.03416, -1.09486, 0.13777], [2.04795, -2.04886, -0.77350], [-0.02492, -0.26945, -1.08618]],
  "forces_ev_per_a": [[-0.02, 0.03, -0.02], [-0.19, -0.05, -0.10], [-0.03, -0.03, 0.02], [0.05, 0.00, 0.15], [0.09, 0.01, 0.00], [-0.30, -0.03, -0.13], [0.29, -0.11, -0.03], [-0.10, -0.08, 0.08], [0.11, 0.03, 0.09], [0.04, -0.07, -0.11], [-0.09, 0.14, -0.05], [0.04, -0.04, -0.13], [0.11, 0.06, 0.07], [0.05, 0.11, 0.04], [-0.06, 0.05, 0.10]],
  "mulliken_charge": [-1.3868, 0.6096, -1.2583, -0.4507, 0.8271, -0.5282, -0.3510, 0.3449, 0.3768, 0.3225, 0.3283, 0.3220, 0.3643, 0.2254, 0.2542]
}



[2]
{
  "formula": "C19H76N38O19",
  "method": "the ωB97M-V functional and the def2-TZVPD basis",
  "total_energy_ha": -4280.24759,
  "relative_energy_kcal_mol": 362.2,
  "elements": ["C", "O", "N", "N", "H", "H", "H", "H", "C", "O", "N", "N", "H", "H", "H", "H", "C", "O", "N", "N", "H", "H", "H", "H", "C", "O", "N", "N", "H", "H", "H", "H", "C", "O", "N", "N", "H", "H", "H", "H", "C", "O", "N", "N", "H", "H", "H", "H", "C", "O", "N", "N", "H", "H", "H", "H", "C", "O", "N", "N", "H", "H", "H", "H", "C", "O", "N", "N", "H", "H", "H", "H", "C", "O", "N", "N", "H", "H", "H", "H", "C", "O", "N", "N", "H", "H", "H", "H", "C", "O", "N", "N", "H", "H", "H", "H", "C", "O", "N", "N", "H", "H", "H", "H", "C", "O", "N", "N", "H", "H", "H", "H", "C", "O", "N", "N", "H", "H", "H", "H", "C", "O", "N", "N", "H", "H", "H", "H", "C", "O", "N", "N", "H", "H", "H", "H", "C", "O", "N", "N", "H", "H", "H", "H", "C", "O", "N", "N", "H", "H", "H", "H"],
  "coordinates": [[0.54286, -3.40666, -4.47878], [0.81982, -4.03190, -5.55311], [-0.21520, -2.35653, -4.39704], [0.58788, -4.04358, -3.28960], [-0.32507, -1.74711, -5.19493], [-0.95827, -2.34938, -3.71301], [0.14336, -3.55268, -2.52703], [1.28006, -4.77325, -3.19704], [-5.27454, 1.80408, 4.92701], [-5.09381, 2.52240, 3.92993], [-5.27397, 0.50748, 4.91549], [-5.70755, 2.31782, 6.03157], [-4.97643, 0.00362, 4.09227], [-5.30436, 0.05157, 5.81622], [-5.39504, 3.26189, 6.20810], [-6.02714, 1.77577, 6.82160], [-2.03136, -4.35526, 2.36756], [-1.97951, -5.39959, 3.02956], [-2.79486, -4.20110, 1.37160], [-1.13227, -3.39983, 2.32598], [-2.73568, -3.24811, 1.04232], [-3.50124, -4.87320, 1.10815], [-0.32226, -3.63190, 2.88287], [-1.07440, -2.55899, 1.76943], [2.01297, -4.59470, 0.84827], [2.23998, -3.85613, 1.82058], [0.97124, -5.38323, 0.67077], [2.96114, -4.98756, 0.09149], [0.10422, -5.19004, 1.15145], [1.11034, -6.28737, 0.24266], [3.78940, -4.41962, 0.19888], [2.65443, -5.46593, -0.74348], [5.16456, 2.26978, 2.38738], [5.43219, 2.10168, 3.56159], [5.41989, 3.35355, 1.78049], [4.69943, 1.44035, 1.55696], [5.39177, 3.37907, 0.77121], [5.45329, 4.21264, 2.31054], [4.41137, 1.73648, 0.63531], [4.66603, 0.45622, 1.78161], [-0.64105, 6.46552, 0.66063], [-1.83042, 6.52277, 0.40079], [0.21754, 7.31682, 0.44905], [-0.09434, 5.51152, 1.38441], [1.03752, 7.35891, 1.03723], [-0.01580, 8.14518, -0.07960], [-0.78885, 4.85856, 1.71817], [0.78722, 5.56380, 1.87454], [6.04634, -2.32933, 1.54506], [4.89956, -2.47455, 1.09610], [7.09809, -2.93446, 1.11623], [6.35013, -1.65735, 2.55566], [8.01715, -2.89485, 1.53319], [6.95240, -3.33567, 0.20086], [5.65150, -1.15196, 3.08158], [7.32420, -1.47991, 2.75519], [-8.28471, -1.29836, -1.87662], [-7.63208, -2.21424, -2.35684], [-9.59516, -1.29972, -1.85115], [-7.90526, -0.23002, -1.24991], [-10.01462, -2.14626, -2.20826], [-10.16829, -0.50495, -1.60627], [-8.54801, 0.53601, -1.10789], [-6.93165, 0.03661, -1.21671], [0.49976, 3.91096, 4.85598], [-0.22638, 4.13619, 3.91844], [0.87988, 2.77509, 5.33665], [1.02275, 4.78209, 5.63000], [1.68443, 2.79845, 5.94677], [0.84572, 1.94932, 4.75611], [0.63997, 5.71625, 5.59959], [1.13100, 4.41207, 6.56352], [3.57375, -0.28330, -7.43445], [2.96818, -0.54092, -8.48466], [3.11006, -0.12811, -6.26740], [4.91533, -0.07123, -7.35818], [2.10771, -0.11836, -6.14367], [3.61788, -0.23277, -5.40065], [5.35441, 0.28301, -6.52043], [5.47054, -0.14827, -8.19836], [-3.79738, -4.10628, -3.23282], [-4.36173, -4.60657, -4.18110], [-3.96532, -2.95164, -2.76786], [-3.09260, -4.83604, -2.40017], [-3.25678, -2.62848, -2.12470], [-4.66493, -2.32636, -3.14157], [-2.73579, -4.36443, -1.58141], [-3.02371, -5.83635, -2.52156], [1.60152, 2.41255, 0.40140], [2.11779, 1.40234, -0.00681], [1.35066, 3.42231, -0.39007], [1.30206, 2.56999, 1.59609], [1.80286, 3.62817, -1.26940], [0.88720, 4.24562, -0.03304], [0.70748, 3.36220, 1.79352], [1.40264, 1.81537, 2.25982], [5.66581, 2.48633, -1.88798], [6.12473, 1.85060, -1.04139], [4.40291, 2.93443, -1.74509], [6.14401, 2.76596, -3.06645], [4.05049, 3.66247, -2.34996], [3.82473, 2.44337, -1.07825], [7.10224, 2.51136, -3.25897], [5.63476, 3.52961, -3.48789], [4.62940, -1.15863, -2.83737], [5.01243, -0.47286, -3.71436], [4.00102, -2.31193, -3.01183], [4.83190, -0.94111, -1.55934], [3.68220, -2.42039, -3.96403], [3.87219, -2.91814, -2.21432], [4.66848, -1.67257, -0.88232], [5.14885, -0.01746, -1.30146], [-5.38693, -1.47860, 1.11646], [-4.28563, -1.67830, 0.78015], [-6.02586, -0.30293, 1.03352], [-6.32686, -2.34111, 1.22725], [-7.02838, -0.29009, 0.91151], [-5.40250, 0.42348, 0.71127], [-7.29071, -2.18988, 1.48845], [-5.96316, -3.24230, 0.95216], [-2.97488, 2.46764, 0.92317], [-2.30372, 2.83242, -0.07909], [-4.27228, 2.59895, 0.94014], [-2.72631, 1.99138, 2.04319], [-4.82375, 2.26391, 1.71713], [-4.72733, 2.83774, 0.07065], [-3.38718, 1.79464, 2.78120], [-1.74387, 1.98273, 2.27738], [-1.61876, 2.28773, -3.41321], [-1.59278, 2.16501, -4.69604], [-2.82458, 2.18600, -2.69390], [-0.62434, 2.33120, -2.57231], [-2.83150, 2.42553, -1.71274], [-3.63562, 1.78501, -3.14280], [0.34314, 2.14536, -2.79488], [-0.87047, 2.41395, -1.59626], [1.53597, -0.70539, 3.00313], [1.18669, 0.32086, 3.45787], [1.05330, -1.81822, 3.42294], [2.17279, -0.81015, 1.87230], [1.49422, -2.51348, 2.83787], [0.39812, -2.00587, 4.16834], [2.78219, -1.59815, 1.70558], [2.44011, 0.04941, 1.41425], [-0.86457, -1.21116, -0.71514], [-1.46623, -2.03828, -1.35261], [0.31689, -0.68924, -0.87986], [-1.41669, -0.69468, 0.31040], [0.63882, 0.07721, -0.30627], [0.96042, -1.09346, -1.54513], [-2.36867, -0.87990, 0.59238], [-0.86940, 0.04159, 0.73288]],
  "forces_ev_per_a": [[-0.60, -5.43, -3.49], [1.06, 2.26, 2.26], [-1.57, 4.18, -0.46], [1.08, -0.45, 1.10], [-0.23, -0.46, -0.02], [0.21, 0.37, 0.15], [0.49, -0.43, 0.48], [-0.55, 0.08, 0.23], [-0.57, 1.81, -3.49], [1.01, -0.57, -0.16], [0.54, -3.72, -0.11], [-0.69, 2.45, 3.97], [-0.16, 0.02, 0.25], [0.16, -0.40, -0.53], [-0.46, -0.05, 0.05], [0.27, 0.13, -0.20], [1.52, -3.87, 1.43], [0.31, 0.77, 0.69], [-4.51, 0.88, -4.18], [4.05, 1.71, 2.88], [-1.24, -0.51, -1.08], [0.00, 0.47, 0.16], [-0.06, 0.51, -0.05], [-0.26, -0.27, -0.10], [-0.55, -0.07, 4.43], [-1.10, 0.84, -0.55], [-3.60, -0.58, 0.08], [3.95, -0.19, -3.34], [0.15, -0.28, 0.04], [-0.35, 0.34, 0.15], [0.45, -0.28, -0.52], [0.99, 0.30, -0.18], [1.36, -0.38, 3.74], [-0.16, -0.86, 1.81], [1.25, 6.93, -2.45], [-2.73, -5.78, -3.07], [0.08, 0.38, 0.27], [0.32, -0.21, -0.26], [0.19, -0.60, 0.43], [-0.18, 0.23, -0.18], [-5.61, -3.05, 1.69], [-0.40, -0.29, -0.82], [6.24, 8.13, -2.90], [-0.19, -4.71, 1.86], [-0.11, 0.18, -0.53], [0.04, -0.07, 0.21], [0.30, -0.03, 0.55], [-0.43, 0.15, 0.03], [-3.14, -1.57, -1.78], [-0.18, 0.12, -0.68], [2.75, -3.16, -3.90], [0.47, 4.75, 6.09], [-0.40, -0.01, -0.33], [0.73, -0.27, 0.14], [0.23, -0.02, 0.02], [-0.51, 0.25, 0.28], [0.16, -2.69, -1.47], [0.50, 0.56, 0.43], [-4.19, -1.63, -0.81], [3.46, 4.34, 2.21], [-0.30, 0.41, -0.06], [0.12, -0.48, -0.12], [0.21, -0.23, -0.09], [-0.13, -0.21, -0.30], [-1.47, -0.68, -1.76], [-0.96, 0.03, -1.94], [0.95, -5.91, 0.23], [1.54, 6.12, 3.62], [-0.13, -0.37, -0.31], [-0.15, -0.30, -0.06], [0.08, -0.02, -0.02], [0.26, 0.83, 0.05], [2.03, -0.51, -4.88], [0.51, 0.39, 1.17], [-4.72, 0.44, 5.72], [2.12, -0.10, -1.36], [0.09, -0.18, -0.21], [0.48, 0.15, -0.28], [-0.19, -0.16, -0.27], [-0.20, -0.02, 0.27], [-1.70, -4.55, -2.16], [-0.61, -0.26, -1.66], [-0.78, 6.98, 1.68], [2.79, -2.40, 2.27], [-0.40, 0.73, 0.08], [0.37, -0.14, -0.08], [0.20, -0.74, 0.02], [0.17, 0.47, -0.06], [1.26, -0.10, -3.59], [2.12, -3.25, -1.74], [-0.76, 3.62, -2.58], [-2.40, 1.48, 6.32], [-0.09, -0.91, 0.17], [-0.15, -0.07, 0.22], [0.16, -0.26, 0.80], [-0.19, -0.26, 0.45], [-3.45, 1.81, -2.20], [3.61, -4.15, 4.77], [-1.89, 1.41, 0.42], [1.58, 1.01, -2.22], [-0.43, -0.48, 0.27], [-0.36, 0.28, -0.29], [-0.21, 0.47, -0.27], [0.92, -0.33, -0.88], [-0.22, -1.95, 2.10], [0.81, 3.18, -3.70], [-1.10, -1.63, -1.34], [0.74, 1.36, 2.67], [-0.15, -1.07, 0.33], [-0.56, -0.12, -0.82], [-0.01, 0.59, 0.38], [0.38, -0.32, 0.38], [-4.23, 3.07, -1.52], [5.54, -0.76, -0.32], [1.20, 3.69, 0.90], [-1.64, -6.17, 1.11], [0.58, 0.41, -0.16], [-0.64, 0.55, 0.03], [0.53, -0.15, -0.18], [-0.98, -0.52, 0.35], [-1.55, 2.65, -5.51], [0.59, -0.82, 2.12], [-5.14, 0.87, -2.76], [6.56, -3.21, 6.24], [-0.13, 0.49, -0.10], [-0.10, 0.19, 0.30], [-0.04, 0.50, -0.14], [0.01, -0.26, 0.62], [-3.66, -2.02, -4.49], [0.43, 0.55, 4.13], [0.16, 0.27, -1.27], [2.81, 0.61, 1.67], [-0.13, -0.15, -0.03], [0.39, 0.44, -0.12], [-0.46, 0.22, -0.35], [0.31, -0.09, 0.03], [-1.19, -0.87, -0.54], [-1.36, 6.62, 2.53], [-0.04, -4.26, 0.96], [3.00, 0.16, -2.97], [-0.83, -1.69, 0.66], [0.56, 0.46, -0.15], [-0.07, -0.29, -0.27], [0.10, 0.03, -0.07], [-0.08, -0.39, -1.01], [-0.38, -2.79, -2.49], [3.34, 0.05, -2.05], [-2.26, 2.56, 5.25], [0.47, -0.28, -0.32], [-0.11, 0.31, 0.01], [-0.11, 0.20, -0.29], [-0.87, -0.04, 0.60]],
  "mulliken_charge": [0.5161, -0.6883, -0.0827, -0.2233, 0.2373, 0.0118, 0.1316, 0.1116, 0.6564, -0.6965, -0.3089, -0.4524, 0.1745, 0.1971, 0.2558, 0.1806, 0.4133, -0.7450, 0.0553, -0.0308, -0.1549, 0.1866, 0.1479, 0.1211, 0.6633, -0.8313, -0.2914, -0.4500, 0.0950, 0.1948, 0.2334, 0.1903, 0.7185, -0.7597, -0.3038, 0.6615, 0.2134, 0.2175, -0.5839, -0.4351, 0.6087, -0.6706, -0.3365, -0.2512, 0.1835, 0.2692, -0.1721, 0.1897, 0.6108, -0.4498, -0.5030, -0.3541, 0.1550, 0.2287, 0.2215, 0.1448, 0.6881, -0.6137, -0.4572, -0.3793, 0.2449, 0.1400, 0.1611, 0.2108, 0.5902, -0.6048, -0.3339, -0.4986, 0.2321, 0.1966, 0.2812, 0.1881, 0.5912, -0.6897, -0.2195, -0.3525, 0.1566, 0.1691, 0.1801, 0.1900, 0.5975, -0.7417, -0.0980, -0.2526, 0.1717, 0.1362, 0.0780, 0.1830, -0.1610, -0.3584, 0.2507, 0.8561, 0.2715, -0.1209, -0.1658, -0.0290, 0.5134, -0.6268, -0.1970, -0.3997, 0.2290, -0.0659, 0.2595, 0.1565, 0.7429, -0.6569, -0.2700, 0.0851, 0.1300, 0.0962, -0.0551, -0.0534, 0.2193, -0.3844, -0.3924, -0.3929, 0.2041, 0.1249, 0.1919, 0.2017, 0.4849, -0.8474, -0.3261, 0.2483, 0.0170, 0.2143, 0.0453, -0.0225, 0.3793, -0.7378, -0.3239, 0.0580, 0.3584, 0.1863, 0.1285, 0.1304, 0.1496, -0.7971, -0.2645, 0.8439, 0.3345, 0.2803, 0.1390, -0.6288, 0.1733, -0.4005, 0.7167, 1.0456, -0.6264, -0.0732, -0.2016, -0.4534]
}



HOMO-LUMO gap in Ha, matching the order above: 0.332, 0.304
E_HOMO in eV, matching the order above: -9.54, -8.55